# 1
This record from the Open Molecules 2025 dataset describes an isolated molecule of C25H24BrFN4O4. The level of theory is the ωB97M-V functional and the def2-TZVPD basis.

Atoms and positions in Å:
1 N 4.32920 2.08712 1.16539
2 C 3.29611 2.05793 0.28945
3 O 3.36917 1.49145 -0.77448
4 C 2.05901 2.78945 0.79053
5 C 0.88733 2.61050 -0.17508
6 N -0.25631 3.40380 0.25348
7 C -1.11777 3.92151 -0.66151
8 O -0.80773 4.18996 -1.79762
9 C -2.54255 4.05415 -0.12364
10 C -3.04914 2.63783 -0.08323
11 C -3.24753 1.96525 1.11616
12 C -3.62969 0.63472 1.12909
13 C -3.79623 -0.02923 -0.07291
14 Br -4.31710 -1.85992 -0.07398
15 C -3.59390 0.61683 -1.28130
16 C -3.22352 1.94672 -1.27902
17 C 0.43789 1.17137 -0.28020
18 C 0.38717 0.51235 -1.51450
19 C -0.09758 -0.76264 -1.61620
20 C -0.57217 -1.48368 -0.49778
21 N -1.08042 -2.72816 -0.61887
22 C -0.62201 -3.70855 -1.57041
23 C 0.56274 -4.51287 -0.98452
24 C 1.52294 -3.57216 -0.31312
25 C 1.58180 -3.46450 1.07043
26 C 2.36928 -2.50220 1.67876
27 C 3.10960 -1.62123 0.90943
28 C 3.08460 -1.71359 -0.47100
29 C 2.29819 -2.68735 -1.05390
30 F 2.26112 -2.77180 -2.40511
31 C -0.53883 -0.79789 0.74484
32 N -0.93651 -1.38321 1.96401
33 O -0.77195 -0.74544 2.99370
34 O -1.42041 -2.51293 1.96827
35 C -0.03679 0.50713 0.82196
36 H 4.29277 2.60952 2.02197
37 H 5.20647 1.67595 0.89175
38 H 1.80106 2.40759 1.78026
39 H 2.29193 3.85276 0.88137
40 H 1.17472 2.97616 -1.16488
41 H -0.65252 3.11912 1.13823
42 H -2.55291 4.51160 0.86519
43 H -3.12438 4.66057 -0.81709
44 H -3.11692 2.48077 2.05713
45 H -3.78852 0.12092 2.06495
46 H -3.72402 0.08360 -2.20999
47 H -3.05354 2.45759 -2.21446
48 H 0.73954 1.02383 -2.39599
49 H -0.12728 -1.22886 -2.58697
50 H -1.42190 -3.12464 0.25550
51 H -1.45202 -4.38205 -1.79499
52 H -0.30970 -3.22283 -2.49338
53 H 1.05277 -5.05493 -1.79438
54 H 0.19059 -5.23093 -0.25307
55 H 0.98561 -4.13161 1.67562
56 H 2.38878 -2.43115 2.75568
57 H 3.70602 -0.85545 1.38034
58 H 3.63311 -1.02308 -1.09052
59 H -0.03766 0.96484 1.80064

Atoms 1-3, force components in eV/Å:
0.44 -0.08 0.22
-0.17 0.28 0.56
-0.04 -0.13 -0.51

Output
- Energy above the lowest of the compared OMol25 structures with the same formula, charge and spin: 3.8 kcal per mole
- Frontier orbital gap: 7.603 eV
- LUMO level: -0.0125 hartree
- HOMO level: -0.292 Ha
- Structure (SMILES): NC(=O)C[C@H](NC(=O)Cc1ccc(Br)cc1)c1ccc(NCCc2ccccc2F)c([N+](=O)[O-])c1

=====

# 2
This record from the Open Molecules 2025 dataset describes a cluster of 2 separate species, C5H10NO2 in total. The level of theory is the ωB97M-V functional and the def2-TZVPD basis.

Atoms and positions in Å:
1 N -1.23770 -3.00464 0.01114
2 C -1.60977 -1.61308 0.11481
3 O -1.99359 -1.07613 -0.96109
4 O -1.48207 -1.09128 1.26459
5 H -1.30390 -3.49821 0.89095
6 H -1.71724 -3.48528 -0.78739
7 C 1.86336 1.96190 0.24472
8 C 0.80142 0.95592 -0.13350
9 C 1.15088 -0.27958 -0.56688
10 C -0.62350 1.42535 0.04052
11 H 1.80866 2.85934 -0.39825
12 H 2.88320 1.54462 0.13083
13 H 1.74645 2.29251 1.29296
14 H 0.42451 -1.02189 -0.86629
15 H 2.19284 -0.60314 -0.61978
16 H -1.33487 0.65484 -0.31940
17 H -0.76427 2.39877 -0.46429
18 H -0.80440 1.57996 1.12637

Atoms 1-3, force components in eV/Å:
-0.96 1.31 0.09
-0.37 -3.50 -4.41
0.37 -0.14 3.02

Output
- Energy above the lowest of the compared OMol25 structures with the same formula, charge and spin: 26.7 kcal per mole
- Frontier orbital gap (spin up / spin down): 9.649 / 5.003 eV
- LUMO level (spin up / spin down): 0.0251 / -0.1448 hartree
- HOMO level (spin up / spin down): -0.329 / -0.329 Ha
- Spin multiplicity: 2
- ⟨S²⟩: 0.756

=====

# 3
This record from the Open Molecules 2025 dataset describes a structure of composition C18H29HoOSi. The level of theory is the ωB97M-V functional and the def2-TZVPD basis.

Atoms and positions in Å:
1 Ho 0.66240 -0.30345 -0.48833
2 C 0.73674 -2.69663 -1.22809
3 C -0.65936 -2.40934 -1.06101
4 C -1.03195 -1.43989 -2.03890
5 H -1.33221 -2.89291 -0.35325
6 C 0.12614 -1.12422 -2.81542
7 C 1.20965 -1.91721 -2.32734
8 H 2.21130 -1.96813 -2.75569
9 H 1.31056 -3.42354 -0.65051
10 H -2.04865 -1.09828 -2.23345
11 H 0.14345 -0.46730 -3.68898
12 C 2.69542 0.61301 0.70218
13 C 3.15114 -0.02151 -0.49734
14 C 2.65936 0.72980 -1.60490
15 H 3.80217 -0.89881 -0.53802
16 C 1.87810 1.81615 -1.10107
17 C 1.90736 1.75000 0.32932
18 H 1.46537 2.47111 1.01613
19 H 2.95702 0.32640 1.72066
20 H 2.88575 0.55845 -2.65933
21 H 1.44215 2.62033 -1.69123
22 O -1.06306 0.97053 -0.21851
23 C -1.85704 2.27095 -1.02370
24 C -3.13563 1.80838 -0.31676
25 C -1.74255 2.04577 -2.50173
26 C -1.25188 3.53542 -0.47967
27 C -2.35237 0.76203 0.45889
28 H -3.86853 1.37166 -1.00354
29 H -3.58753 2.58177 0.31116
30 H -2.22799 0.98332 1.52744
31 H -2.68898 -0.27396 0.31392
32 H -2.31742 2.82304 -3.03713
33 H -2.13103 1.06053 -2.79255
34 H -0.69269 2.11802 -2.82468
35 H -1.98432 4.35877 -0.55032
36 H -0.36341 3.80915 -1.06249
37 H -0.95909 3.42018 0.57239
38 C -0.98878 -2.74276 2.43635
39 Si 0.47032 -1.58154 2.18032
40 C 0.33240 -0.15873 3.41159
41 C 2.05904 -2.55307 2.47138
42 H -1.93509 -2.23086 2.20511
43 H -1.01140 -3.07287 3.48622
44 H -0.90498 -3.62667 1.78813
45 H 0.29820 -0.57772 4.42943
46 H 1.18830 0.52742 3.34134
47 H -0.58641 0.42167 3.23502
48 H 2.02560 -2.99387 3.47961
49 H 2.15399 -3.36532 1.73513
50 H 2.95043 -1.91530 2.39222

Atoms 1-3, force components in eV/Å:
-0.47 -0.57 0.87
-0.51 -0.15 -0.89
0.05 -0.06 -0.75

Output
- Frontier orbital gap (spin up / spin down): 2.015 / 2.015 eV
- Total charge: -2
- LUMO level (spin up / spin down): 0.1696 / 0.1696 hartree
- HOMO level (spin up / spin down): 0.096 / 0.096 Ha
- Spin multiplicity: 5
- ⟨S²⟩: 6.006